Here is C15H11Cl3F6HfN5PS as an isolated structure from OMol25. Energies are from ωB97M-V/def2-TZVPD.

lowest unoccupied orbital energy (spin up / spin down): -11.2 / -12.6 eV
total energy: -98466.84326 eV
strongest force on any atom: 1.58 eV/A
highest occupied orbital energy (spin up / spin down): -18.37 / -18.25 eV

Geometry as ORCA input:
```
! wB97M-V def2-TZVPD RIJCOSX def2/J DEFGRID3
* xyz 3 2
Hf 0.253 1.760 0.092
N -3.831 1.448 1.910
C -2.601 1.340 1.481
S -1.513 2.687 1.656
N -2.256 0.146 0.947
N -1.031 0.041 0.481
C -0.594 -1.181 0.122
C -1.413 -2.357 0.129
C -0.910 -3.601 0.589
C -1.688 -4.728 0.526
C -2.969 -4.664 -0.041
C -3.469 -3.450 -0.522
C -2.728 -2.300 -0.408
C 0.806 -1.205 -0.333
C 1.384 -2.316 -0.921
C 2.709 -2.252 -1.348
C 3.416 -1.075 -1.176
C 2.770 0.015 -0.618
N 1.492 -0.030 -0.212
H -4.166 2.310 2.322
H -4.469 0.659 1.871
H 0.056 -3.635 1.079
H -1.324 -5.662 0.930
H -3.575 -5.559 -0.098
H -4.436 -3.423 -1.005
H -3.111 -1.370 -0.799
H 0.808 -3.217 -1.066
H 3.171 -3.111 -1.817
H 4.447 -0.990 -1.490
H 3.289 0.957 -0.491
Cl 5.152 3.258 2.445
C 3.620 4.135 2.542
Cl 3.174 4.520 4.191
Cl 3.630 5.590 1.487
C 2.612 3.315 1.900
N 1.816 2.673 1.374
F -0.569 1.572 -1.718
P 0.223 3.200 -2.452
F -1.172 3.527 -2.959
F 1.536 2.520 -1.462
F 0.991 4.483 -2.692
F -0.237 3.669 -0.857
F 0.709 2.301 -3.586
*
```

Here is a 10-piece molecular cluster, C66H145N7O10 overall from OMol25. Energies are from ωB97M-V/def2-TZVPD.

lowest unoccupied orbital energy: 0.5 eV
relative energy (zero: lowest compared OMol25 entry of this formula, charge and spin): 9.0 kcal/mol
total energy: -101687.05628 eV
strongest force on any atom: 3.81 eV/A
SMILES string: CC1(C)CCCC(C)(C)N1O.CC1(C)CCCC(C)(C)N1O.CC1(C)CCCC(C)(C)N1O.CC1(C)CCCC(C)(C)N1O.CC1(C)CCCC(C)(C)N1O.CC1(C)CCCC(C)(C)N1O.CC1(C)CCCC(C)(C)N1O.CO.CO.CO
highest occupied orbital energy: -8.53 eV

Geometry as ORCA input:
```
! wB97M-V def2-TZVPD RIJCOSX def2/J DEFGRID3
* xyz 0 1
C -6.779 -0.191 -0.048
C -5.671 0.904 -0.187
C -4.634 0.773 0.929
C -5.179 0.863 -1.686
C -4.373 2.138 -2.056
C -5.349 3.399 -1.858
C -5.866 3.435 -0.420
C -4.750 3.939 0.513
C -7.035 4.467 -0.389
N -6.387 2.144 -0.042
O -6.998 2.117 1.276
H -6.448 -1.235 -0.107
H -7.324 -0.209 0.940
H -7.511 -0.049 -0.796
H -4.451 -0.291 1.254
H -3.669 1.317 0.957
H -5.204 1.153 1.774
H -4.533 -0.021 -1.910
H -5.994 0.792 -2.341
H -3.550 2.175 -1.395
H -4.051 2.087 -3.172
H -6.189 3.182 -2.554
H -4.944 4.316 -2.154
H -4.504 4.969 0.264
H -3.828 3.363 0.471
H -4.997 3.928 1.588
H -7.765 4.291 -1.181
H -6.745 5.520 -0.512
H -7.587 4.396 0.525
H -7.957 2.154 1.007
C -1.572 3.750 -3.475
C -1.246 4.558 -4.733
C 0.176 4.340 -5.152
C -2.133 4.130 -5.958
C -3.628 4.507 -5.796
C -3.720 6.047 -5.670
C -2.844 6.547 -4.459
C -2.734 8.019 -4.406
C -3.541 6.095 -3.190
N -1.493 5.991 -4.629
O -0.722 6.486 -3.479
H -2.646 3.688 -3.184
H -1.206 2.701 -3.450
H -1.054 4.213 -2.621
H 0.754 4.658 -4.299
H 0.372 3.274 -5.281
H 0.510 4.837 -6.087
H -1.706 4.575 -6.882
H -2.139 3.045 -6.000
H -4.293 4.063 -6.469
H -3.941 4.137 -4.810
H -4.705 6.508 -5.562
H -3.323 6.455 -6.596
H -3.758 8.477 -4.277
H -2.214 8.529 -5.272
H -2.231 8.203 -3.496
H -4.487 5.582 -3.512
H -3.923 6.883 -2.529
H -2.945 5.546 -2.451
H -0.010 6.961 -3.927
C 1.024 -7.308 0.897
C 1.656 -7.349 2.315
C 2.911 -8.279 2.231
C 2.170 -5.909 2.651
C 1.091 -5.011 3.221
C 0.491 -5.682 4.376
C -0.182 -7.041 4.059
C -0.580 -7.795 5.391
C -1.425 -6.873 3.170
N 0.865 -7.870 3.415
O 0.171 -9.105 3.092
H 1.872 -7.182 0.207
H 0.406 -8.206 0.728
H 0.335 -6.494 0.682
H 2.664 -9.301 1.984
H 3.702 -8.001 1.546
H 3.424 -8.304 3.137
H 2.944 -6.156 3.417
H 2.609 -5.458 1.766
H 1.573 -4.097 3.670
H 0.376 -4.678 2.515
H -0.381 -5.064 4.715
H 1.307 -5.757 5.150
H -0.952 -8.813 5.188
H -1.398 -7.375 5.948
H 0.310 -7.766 5.959
H -2.086 -6.185 3.654
H -1.969 -7.821 3.086
H -1.186 -6.453 2.203
H 0.631 -9.786 3.587
C -0.957 -1.721 -8.289
C -0.539 -0.542 -7.436
C -0.418 0.714 -8.272
C -1.458 -0.278 -6.255
C -1.453 -1.531 -5.321
C -0.051 -1.778 -4.709
C 1.063 -1.857 -5.775
C 2.399 -1.531 -5.077
C 1.106 -3.333 -6.257
N 0.844 -0.790 -6.852
O 1.767 -1.102 -7.956
H -0.777 -2.736 -7.812
H -1.928 -1.662 -8.705
H -0.250 -1.728 -9.123
H -0.037 1.548 -7.693
H 0.299 0.577 -9.036
H -1.373 1.079 -8.631
H -1.143 0.565 -5.572
H -2.423 0.015 -6.640
H -2.162 -1.345 -4.445
H -1.682 -2.446 -5.890
H -0.074 -2.701 -4.178
H 0.249 -0.998 -4.097
H 2.496 -2.047 -4.131
H 2.477 -0.461 -4.828
H 3.226 -1.822 -5.726
H 0.144 -3.819 -6.279
H 1.840 -3.892 -5.748
H 1.368 -3.368 -7.314
H 2.424 -0.449 -7.954
C 2.081 -0.325 1.101
C 0.722 -0.270 1.663
C 1.009 -0.134 3.191
C -0.045 0.966 1.153
C -0.440 0.846 -0.354
C -1.246 -0.416 -0.553
C -0.461 -1.685 -0.078
C -1.421 -2.903 -0.028
C 0.704 -2.016 -1.051
N -0.053 -1.463 1.341
O 0.772 -2.605 1.800
H 2.422 -1.386 1.147
H 2.063 -0.014 0.072
H 2.843 0.234 1.632
H 1.494 0.836 3.393
H 0.117 -0.191 3.875
H 1.705 -0.873 3.523
H -0.952 0.994 1.766
H 0.439 1.879 1.400
H -1.006 1.722 -0.726
H 0.496 0.769 -0.926
H -1.570 -0.465 -1.577
H -2.218 -0.465 -0.017
H -2.063 -2.979 -0.873
H -2.044 -2.898 0.856
H -0.828 -3.826 0.036
H 1.376 -2.836 -0.731
H 1.225 -1.158 -1.455
H 0.176 -2.429 -1.929
H 0.099 -3.018 2.341
C 7.193 -5.219 5.963
C 7.460 -4.085 5.006
C 8.812 -3.575 5.176
C 7.201 -4.598 3.600
C 5.785 -4.973 3.232
C 4.888 -3.769 3.561
C 5.057 -3.230 5.031
C 4.261 -1.871 5.067
C 4.326 -4.073 6.142
N 6.453 -3.008 5.185
O 6.705 -2.332 6.406
H 8.074 -5.901 5.972
H 7.113 -4.932 7.056
H 6.252 -5.762 5.731
H 9.069 -3.482 6.240
H 9.563 -4.218 4.782
H 8.946 -2.534 4.839
H 7.520 -3.696 2.935
H 7.933 -5.404 3.375
H 5.625 -5.275 2.160
H 5.415 -5.826 3.806
H 3.837 -3.963 3.323
H 5.303 -2.915 2.979
H 3.241 -1.987 4.687
H 4.816 -1.245 4.428
H 4.198 -1.449 6.066
H 3.292 -3.682 6.115
H 4.736 -3.721 7.116
H 4.360 -5.145 6.073
H 6.832 -3.013 7.069
C 0.640 6.296 3.934
C 0.274 4.950 3.355
C 0.622 3.902 4.372
C -1.289 4.820 3.170
C -1.797 5.702 2.058
C -1.068 5.286 0.740
C 0.446 5.289 0.891
C 1.002 4.544 -0.306
C 0.928 6.785 0.830
N 0.898 4.544 2.064
O 2.311 4.794 2.206
H 1.727 6.327 3.863
H 0.272 7.208 3.494
H 0.294 6.254 4.965
H 0.435 2.920 3.857
H 1.611 4.018 4.745
H -0.088 4.029 5.193
H -1.526 3.776 3.023
H -1.798 5.007 4.151
H -2.875 5.587 2.054
H -1.643 6.706 2.406
H -1.320 5.805 -0.226
H -1.261 4.165 0.614
H 2.095 4.375 -0.153
H 1.000 5.071 -1.273
H 0.509 3.601 -0.427
H 0.294 7.432 1.383
H 0.838 7.132 -0.244
H 1.963 6.978 1.123
H 2.651 3.860 2.095
C -3.981 -2.955 3.096
O -5.187 -3.597 2.731
H -4.179 -2.331 4.080
H -3.311 -3.787 3.295
H -3.598 -2.291 2.271
H -5.808 -2.983 2.282
C 2.187 1.876 -2.771
O 1.163 1.172 -3.460
H 1.730 2.786 -2.427
H 2.460 1.303 -1.871
H 3.027 1.928 -3.465
H 1.032 1.480 -4.407
C 4.810 2.199 3.420
O 4.040 2.670 2.296
H 4.301 1.422 4.017
H 5.788 1.768 3.137
H 4.945 3.098 4.071
H 4.102 1.993 1.635
*
```

Here is a 2-piece molecular cluster, C10H11NO2 overall from OMol25. Energies are from ωB97M-V/def2-TZVPD.

lowest unoccupied orbital energy (spin up / spin down): 0.6 / 0.6 eV
relative energy (zero: lowest compared OMol25 entry of this formula, charge and spin): 63.3 kcal/mol
total energy: -16131.54422 eV
strongest force on any atom: 4.95 eV/A
SMILES string: C/C=C(\O)c1ccccc1.N=C=O
highest occupied orbital energy (spin up / spin down): -7.77 / -7.77 eV

Geometry as ORCA input:
```
! wB97M-V def2-TZVPD RIJCOSX def2/J DEFGRID3
* xyz 0 1
C -0.197 1.584 2.650
C 0.005 1.038 1.333
C -1.013 0.553 0.581
O -2.242 0.852 0.977
C -0.681 0.007 -0.732
C -1.545 0.248 -1.842
C -1.274 -0.284 -3.036
C -0.154 -1.162 -3.227
C 0.656 -1.459 -2.071
C 0.440 -0.867 -0.851
H -0.232 0.857 3.460
H -1.160 2.166 2.657
H 0.539 2.350 2.961
H 1.033 0.745 1.142
H -3.009 0.905 0.243
H -2.397 0.971 -1.840
H -1.799 0.000 -3.945
H -0.038 -1.604 -4.237
H 1.578 -2.023 -2.270
H 1.085 -0.954 0.003
N 3.106 -1.086 1.610
C 2.265 -0.820 2.392
O 1.579 -0.409 3.207
H 3.453 -1.607 0.836
*
```